## one
This record from the Open Molecules 2025 dataset describes an isolated molecule of C7H15N. The level of theory is ωB97M-V/def2-TZVPD.

Each line ends with the natural charge from an NBO analysis.
Positions of all 23 atoms, in Å:
1 C -2.6186 -0.7684 -0.3131  -0.068
2 N -1.6402 -0.5878 0.4343  -0.388
3 C -0.4680 0.2045 0.0309  0.078
4 C -0.2853 0.5675 -1.4313  -0.651
5 C -0.8128 1.5048 0.8153  -0.604
6 C 0.8678 -0.3461 0.6138  -0.207
7 C 2.2261 0.4124 0.3852  -0.599
8 C 0.9079 -1.8238 0.1455  -0.618
9 H -3.3922 -1.2776 0.1412  0.171
10 H -2.7033 -0.4219 -1.4065  0.140
11 H -0.0069 -0.2115 -2.1645  0.222
12 H 0.4554 1.4202 -1.4215  0.221
13 H -1.1705 1.0109 -1.8245  0.208
14 H -0.7947 1.3596 1.9701  0.228
15 H -0.0225 2.2573 0.4243  0.202
16 H -1.8460 1.9175 0.5025  0.212
17 H 0.8304 -0.2228 1.6624  0.205
18 H 2.5809 0.5858 -0.5863  0.203
19 H 2.8786 -0.2405 0.8680  0.210
20 H 2.2491 1.4192 0.9554  0.204
21 H 0.4205 -2.0985 -0.7207  0.207
22 H 1.9081 -2.1932 0.0454  0.201
23 H 0.4362 -2.4679 0.8743  0.222

Computed properties:
2S+1: 1
Frontier orbital gap in eV: 10.4
LUMO level in eV: 1.00

## two
This record from the Open Molecules 2025 dataset describes a structure of composition C7H15N. The level of theory is ωB97M-V/def2-TZVPD.

Each line ends with the natural charge from an NBO analysis.
Positions of all 23 atoms, in Å:
1 C -2.9170 0.2178 -0.0401  -0.618
2 C -1.9860 -0.9052 0.3934  -0.400
3 C -0.9447 -1.2821 -0.6730  -0.385
4 C 0.0006 -0.0975 -1.0291  -0.431
5 N 2.9502 -0.5301 0.3332  -0.681
6 C 1.5887 -0.2976 0.7921  -0.121
7 C 0.6419 0.5688 0.1386  -0.097
8 C 1.0367 2.0278 0.2013  -0.646
9 H -2.5314 1.2098 0.2236  0.209
10 H -3.9016 0.1687 0.4325  0.211
11 H -3.1090 0.1521 -1.1117  0.199
12 H -1.5193 -0.7134 1.3653  0.203
13 H -2.5519 -1.8301 0.5617  0.198
14 H -1.4550 -1.5571 -1.5883  0.206
15 H -0.3187 -2.0464 -0.1946  0.203
16 H 0.7683 -0.5434 -1.6972  0.186
17 H -0.5024 0.6193 -1.6816  0.211
18 H 3.0083 0.0797 -0.4908  0.341
19 H 2.6338 0.2519 1.2523  0.405
20 H 1.2065 -1.0457 1.4904  0.183
21 H 0.6296 2.6473 -0.6064  0.209
22 H 2.1320 2.0858 0.1273  0.198
23 H 0.7114 2.5683 1.0960  0.217

Computed properties:
2S+1: 1
Frontier orbital gap in eV: 6.3
LUMO level in eV: -0.33

## three
This record from the Open Molecules 2025 dataset describes a cluster of 2 separate species, C7H15N in total. The level of theory is ωB97M-V/def2-TZVPD.

Each line ends with the natural charge from an NBO analysis.
Positions of all 23 atoms, in Å:
1 C 2.0875 -0.3377 -0.5183  -0.272
2 N 0.8541 -0.8486 0.0499  -0.363
3 C -0.0049 -0.1223 1.0330  -0.093
4 C -1.3837 -0.4044 0.7249  -0.485
5 C -1.8522 -0.0841 -0.7791  -0.159
6 C -2.4631 1.0807 -1.2208  -0.405
7 C 0.5317 -0.2075 2.5023  -0.614
8 C 1.8116 0.3506 -1.9331  -0.611
9 H 2.9160 -1.0794 -0.5115  0.229
10 H 2.5032 0.5232 0.1055  0.154
11 H -0.6322 1.8556 1.0150  -0.111
12 H 0.4052 0.7677 0.5130  0.348
13 H -1.8102 -1.4269 0.8868  0.248
14 H -2.0388 0.1180 1.4907  0.222
15 H -1.6291 -0.8688 -1.5583  0.207
16 H -2.4417 1.8745 -0.4437  0.189
17 H -2.9064 1.3788 -2.1303  0.208
18 H -0.3107 0.3652 2.8789  0.222
19 H 0.7344 -1.1423 2.8918  0.227
20 H 1.4454 0.4496 2.4726  0.220
21 H 1.4148 1.3549 -1.9681  0.216
22 H 2.8278 0.4728 -2.4123  0.206
23 H 1.1824 -0.3552 -2.4339  0.217

Computed properties:
2S+1: 1
Frontier orbital gap in eV: 6.2
LUMO level in eV: -1.59

So which one wins? Going from most stable to least: one, two, three.

## one
This record from the Open Molecules 2025 dataset describes a cluster of 5 separate species, C10H30O10 in total. The level of theory is ωB97M-V/def2-TZVPD.

Each line ends with the natural charge from an NBO analysis.
Positions of all 50 atoms, in Å:
1 O 1.9020 -3.9013 -5.2001  -0.721
2 C 1.7608 -2.5536 -5.0046  -0.078
3 C 0.6748 -2.1209 -3.9307  -0.085
4 O 0.7000 -0.7668 -3.5578  -0.732
5 H 2.1955 -4.3793 -4.4210  0.466
6 H 2.8016 -2.3525 -4.7510  0.160
7 H 1.4476 -2.1164 -5.9527  0.176
8 H 0.7901 -2.7721 -3.0643  0.148
9 H -0.2874 -2.3080 -4.4074  0.176
10 H 1.3325 -0.5919 -2.8572  0.487
11 O -1.5209 -0.6229 0.7667  -0.782
12 C -0.9576 -0.9544 -0.5408  -0.100
13 C -1.8509 -1.9720 -1.2508  -0.103
14 O -2.1697 -3.1425 -0.5133  -0.702
15 H -1.0182 0.1202 1.1082  0.495
16 H -0.6839 -0.0465 -1.0783  0.192
17 H -0.0051 -1.4632 -0.3930  0.161
18 H -1.4200 -2.2913 -2.1997  0.186
19 H -2.8126 -1.6268 -1.6306  0.169
20 H -2.1648 -2.7088 0.3431  0.471
21 O -0.5738 1.9554 1.7010  -0.751
22 C -1.0543 3.1821 1.2495  -0.104
23 C -2.5386 3.2674 1.5555  -0.099
24 O -3.2683 2.3849 0.7292  -0.732
25 H -0.5654 1.9729 2.6608  0.488
26 H -0.6425 4.1281 1.6010  0.174
27 H -0.8361 3.2252 0.1824  0.193
28 H -2.9396 4.2798 1.5062  0.185
29 H -2.8466 2.9497 2.5516  0.180
30 H -3.1823 1.4654 0.9913  0.483
31 O 3.1322 0.4739 -1.8302  -0.710
32 C 3.1839 1.7552 -1.3486  -0.093
33 C 1.9747 1.7643 -0.3293  -0.125
34 O 2.2348 1.2875 1.0010  -0.753
35 H 3.1984 0.0808 -0.9569  0.466
36 H 4.0020 1.7458 -0.6285  0.170
37 H 3.2326 2.4646 -2.1747  0.204
38 H 1.1240 1.3467 -0.8677  0.168
39 H 1.3830 2.6797 -0.3201  0.165
40 H 1.4100 1.3303 1.4904  0.504
41 O -2.1694 0.1016 3.6721  -0.720
42 C -1.3202 -0.8249 4.3715  -0.102
43 C 0.1360 -0.3245 4.3073  -0.091
44 O 0.5563 -0.4323 2.9719  -0.755
45 H -1.7967 0.1347 2.7880  0.473
46 H -1.7560 -1.1466 5.3174  0.199
47 H -1.2882 -1.8165 3.9200  0.174
48 H 0.8243 -0.9704 4.8525  0.177
49 H 0.1721 0.7033 4.6683  0.157
50 H 1.5002 -0.5931 2.9024  0.491

Computed properties:
2S+1: 1
Frontier orbital gap in eV: 9.9
LUMO level in eV: 0.31

## two
This record from the Open Molecules 2025 dataset describes a cluster of 5 separate species, C10H30O10 in total. The level of theory is ωB97M-V/def2-TZVPD.

Each line ends with the natural charge from an NBO analysis.
Positions of all 50 atoms, in Å:
1 O -0.8118 -1.5000 -1.4084  -0.718
2 C 0.0009 -1.6509 -0.2796  -0.096
3 C 0.4797 -0.3429 0.3898  -0.085
4 O -0.5595 0.3296 0.9673  -0.721
5 H -0.1855 -1.1771 -2.0605  0.472
6 H -0.5221 -2.3242 0.3996  0.184
7 H 0.9348 -2.1310 -0.5718  0.157
8 H 0.9168 0.3678 -0.3116  0.154
9 H 1.2288 -0.6072 1.1361  0.181
10 H -1.3233 0.2790 0.3880  0.473
11 O 1.6369 1.2971 -7.8371  -0.744
12 C 1.3927 -0.0024 -7.3850  -0.100
13 C 0.5857 0.0388 -6.0421  -0.080
14 O 1.3826 -0.1719 -4.9516  -0.715
15 H 1.1024 1.5690 -8.5868  0.475
16 H 0.7671 -0.3405 -8.2110  0.169
17 H 2.3736 -0.4747 -7.4399  0.188
18 H -0.1837 -0.7314 -5.9874  0.173
19 H 0.0643 0.9902 -5.9366  0.166
20 H 2.2059 0.3081 -5.0663  0.468
21 O -5.0920 -0.1829 -1.2075  -0.702
22 C -5.2132 0.7488 -2.2612  -0.088
23 C -5.1511 0.1352 -3.7052  -0.094
24 O -6.3963 -0.5617 -4.0418  -0.738
25 H -4.3224 -0.7231 -1.4010  0.463
26 H -6.1622 1.2489 -2.0678  0.183
27 H -4.4551 1.5281 -2.1836  0.154
28 H -4.3321 -0.5795 -3.7864  0.178
29 H -5.1055 0.8438 -4.5322  0.177
30 H -7.0532 0.0283 -4.4186  0.466
31 O -2.5021 -0.8506 7.0219  -0.732
32 C -1.1951 -0.5066 6.5452  -0.088
33 C -1.0864 0.9841 6.2943  -0.092
34 O -2.1310 1.4517 5.4271  -0.713
35 H -3.1273 -1.0655 6.3258  0.478
36 H -0.4639 -0.6398 7.3425  0.178
37 H -1.0245 -1.1153 5.6572  0.166
38 H -0.1485 1.1996 5.7825  0.160
39 H -1.1271 1.5665 7.2148  0.182
40 H -1.7559 1.2455 4.5678  0.461
41 O 6.8256 1.2313 3.0739  -0.734
42 C 5.5242 0.9543 3.6010  -0.097
43 C 5.2691 -0.5324 4.0656  -0.087
44 O 4.9867 -1.3187 2.9093  -0.736
45 H 7.5667 1.1171 3.6733  0.476
46 H 5.2499 1.5865 4.4455  0.156
47 H 4.7592 1.3661 2.9428  0.196
48 H 4.3563 -0.5666 4.6603  0.185
49 H 6.1128 -0.9990 4.5740  0.168
50 H 5.7078 -1.3192 2.2756  0.472

Computed properties:
2S+1: 1
Frontier orbital gap in eV: 10.2
LUMO level in eV: 0.37

So which one wins? Going from most stable to least: two, one.